No. 1
ORCA calculation (ωB97M-V/def2-TZVPD) on a 2-piece molecular cluster, C3H10N2OS overall.

The energy above the lowest of the compared OMol25 structures with the same formula, charge and spin is 3.910 eV. The calculation puts the total energy at -19133.1188 eV. For the LUMO energy, the calculation gives 0.858 eV.

Geometry as XYZ:
```
17
Properties=species:S:1:pos:R:3:lowdin_charge:R:1
C 2.57 -0.75 -0.01 -0.078
C 1.82 0.65 -0.02 -0.372
N 0.44 0.90 -0.23 -0.430
S -0.63 1.03 0.99 0.882
O -0.75 -0.53 1.57 -0.441
H 2.70 -0.97 -1.11 0.080
H 3.49 -0.74 0.43 0.018
H 1.87 -1.42 0.53 0.075
H 2.12 1.09 1.05 0.132
H 2.48 1.35 -0.57 0.101
H 0.26 0.78 -1.20 0.072
H -1.61 -0.92 1.61 -0.010
C -2.72 0.09 -0.93 -0.167
N -3.02 -0.77 -0.09 0.013
H -3.24 1.02 -0.94 0.068
H -2.01 -0.23 -1.58 0.031
H -3.77 -0.58 0.50 0.025
```

***

No. 2
ORCA calculation (ωB97M-V/def2-TZVPD) on one molecule with the formula C31H48ClNO3S.

The calculation puts the total energy at -63915.5072 eV. For the LUMO energy, the calculation gives -1.068 eV.

Geometry as XYZ:
```
85
Properties=species:S:1:pos:R:3:lowdin_charge:R:1
C 4.88 0.87 3.41 -0.102
C 3.46 1.06 3.94 -0.268
C 2.88 -0.24 4.48 -0.198
C 2.46 -1.24 3.39 -0.184
N 1.88 -0.63 2.19 0.007
C 0.63 -1.19 1.79 -0.127
C 0.55 -2.23 0.84 -0.010
C -0.69 -2.78 0.49 -0.037
C -1.88 -2.28 1.05 -0.104
C -3.21 -2.87 0.64 -0.126
C -3.86 -2.15 -0.58 -0.165
C -3.00 -1.06 -1.22 -0.187
C -3.66 -0.45 -2.47 -0.191
C -3.70 1.07 -2.47 -0.209
C -3.63 1.65 -3.89 -0.218
C -2.21 1.62 -4.45 -0.206
C -1.22 2.43 -3.60 -0.207
C -0.19 3.20 -4.43 -0.216
C 1.09 3.50 -3.66 -0.218
C 1.94 2.26 -3.39 -0.189
C 3.35 2.64 -2.97 -0.256
O 4.22 1.52 -2.92 -0.184
C 4.35 1.01 -1.60 -0.107
C -1.81 -1.18 1.95 -0.132
C -3.09 -0.53 2.41 -0.022
C -0.57 -0.65 2.34 -0.145
C -0.40 0.52 3.28 -0.611
Cl -0.82 2.02 2.36 0.650
C -1.14 0.50 4.62 -0.261
C -1.06 -0.85 5.34 -0.077
C -0.67 -3.87 -0.54 -0.334
O -1.43 -4.80 -0.57 0.125
C 0.39 -3.77 -1.55 -0.004
C 1.56 -3.22 -1.23 -0.520
S 2.91 -3.07 -2.36 0.836
C 1.77 -2.75 0.16 -0.364
O 2.86 -2.81 0.67 0.106
H 5.57 0.64 4.22 0.071
H 4.92 0.04 2.70 0.066
H 5.22 1.77 2.91 0.068
H 3.47 1.82 4.72 0.104
H 2.85 1.45 3.12 0.091
H 3.63 -0.71 5.10 0.110
H 2.04 -0.01 5.13 0.092
H 3.29 -1.88 3.14 0.110
H 1.71 -1.91 3.83 0.115
H 2.53 -0.66 1.42 0.110
H -3.88 -2.80 1.49 0.105
H -3.10 -3.92 0.46 0.093
H -4.79 -1.69 -0.24 0.107
H -4.10 -2.90 -1.33 0.112
H -2.07 -1.54 -1.52 0.108
H -2.80 -0.28 -0.50 0.107
H -3.11 -0.80 -3.34 0.100
H -4.68 -0.82 -2.59 0.111
H -4.63 1.42 -2.02 0.111
H -2.90 1.49 -1.87 0.094
H -4.03 2.66 -3.93 0.108
H -4.26 1.04 -4.54 0.109
H -1.89 0.58 -4.48 0.101
H -2.20 1.95 -5.49 0.106
H -1.79 3.15 -3.03 0.114
H -0.71 1.77 -2.91 0.100
H -0.61 4.14 -4.78 0.111
H 0.08 2.64 -5.33 0.110
H 0.86 3.99 -2.72 0.119
H 1.71 4.20 -4.22 0.108
H 1.47 1.64 -2.62 0.105
H 2.02 1.66 -4.29 0.122
H 3.35 3.17 -2.02 0.124
H 3.74 3.34 -3.71 0.121
H 4.76 0.01 -1.65 0.079
H 5.00 1.66 -1.02 0.087
H 3.38 0.94 -1.12 0.078
H -3.91 -0.73 1.75 0.071
H -2.95 0.55 2.42 0.049
H -3.35 -0.84 3.42 0.091
H 0.64 0.62 3.49 0.055
H -2.16 0.83 4.47 0.080
H -0.69 1.27 5.24 0.105
H -0.51 -0.74 6.27 0.070
H -0.53 -1.61 4.77 0.067
H -2.04 -1.22 5.62 0.070
H 0.24 -4.19 -2.53 0.125
H 2.25 -2.40 -3.32 -0.118
```

***

No. 3
ORCA calculation (ωB97M-V/def2-TZVPD) on a 14-piece molecular cluster, C41H119N9O14 overall.

The energy above the lowest of the compared OMol25 structures with the same formula, charge and spin is 0.000 eV. The calculation puts the total energy at -86517.7751 eV. For the LUMO energy, the calculation gives 0.361 eV.

Geometry as XYZ:
```
183
Properties=species:S:1:pos:R:3:lowdin_charge:R:1
C 24.77 27.54 4.01 -0.062
C 24.51 28.06 2.62 -0.455
C 25.71 28.85 2.15 -0.217
O 25.40 29.41 0.89 -0.186
C 26.51 29.98 0.25 -0.109
N 24.24 26.98 1.69 0.053
H 24.62 28.36 4.72 0.069
H 25.79 27.17 4.11 0.074
H 24.05 26.79 4.33 0.067
H 23.66 28.76 2.66 0.137
H 26.52 28.12 1.97 0.108
H 25.98 29.58 2.92 0.136
H 26.94 30.79 0.85 0.089
H 26.18 30.42 -0.69 0.087
H 27.28 29.22 0.05 0.087
H 24.05 27.36 0.77 0.072
H 23.40 26.47 1.94 0.074
C 24.92 30.93 12.71 -0.054
C 24.38 29.51 12.79 -0.407
C 23.19 29.44 13.74 -0.234
O 23.54 29.95 14.99 -0.172
C 22.56 29.71 15.96 -0.118
N 23.98 29.08 11.43 0.053
H 24.15 31.69 12.58 0.088
H 25.61 31.02 11.86 0.042
H 25.48 31.13 13.62 0.086
H 25.17 28.83 13.11 0.140
H 22.91 28.38 13.86 0.115
H 22.34 29.95 13.26 0.136
H 22.88 30.20 16.88 0.090
H 22.41 28.64 16.14 0.090
H 21.60 30.17 15.69 0.092
H 23.28 29.78 11.15 0.076
H 23.41 28.24 11.50 0.037
C 22.20 30.13 5.55 -0.051
C 21.70 29.72 6.91 -0.443
C 22.44 28.50 7.46 -0.215
O 22.39 27.36 6.66 -0.216
C 21.18 26.65 6.53 -0.083
N 21.81 30.86 7.84 0.054
H 22.28 29.28 4.87 0.066
H 23.21 30.54 5.62 0.073
H 21.54 30.90 5.14 0.083
H 20.63 29.49 6.84 0.134
H 22.03 28.29 8.47 0.120
H 23.49 28.81 7.49 0.103
H 20.79 26.36 7.51 0.079
H 21.40 25.70 6.05 0.089
H 20.43 27.22 5.99 0.090
H 22.81 31.10 7.87 0.034
H 21.63 30.50 8.78 0.062
C 28.10 23.88 12.13 -0.061
C 29.22 24.47 12.97 -0.417
C 29.63 25.83 12.47 -0.210
O 30.66 26.36 13.29 -0.183
C 30.97 27.68 12.92 -0.106
N 28.85 24.49 14.40 0.040
H 28.05 22.80 12.30 0.077
H 28.18 24.11 11.08 0.043
H 27.12 24.24 12.48 0.082
H 30.09 23.81 12.90 0.140
H 28.78 26.54 12.45 0.124
H 30.02 25.75 11.44 0.102
H 31.59 27.66 12.01 0.085
H 31.58 28.13 13.70 0.087
H 30.09 28.30 12.73 0.073
H 29.40 25.23 14.84 0.059
H 27.90 24.83 14.50 0.059
C 30.74 24.33 5.62 -0.036
C 29.46 25.11 5.81 -0.398
C 28.57 25.12 4.59 -0.199
O 29.22 25.89 3.61 -0.165
C 28.48 26.06 2.43 -0.102
N 28.72 24.52 6.97 0.071
H 31.28 24.77 4.77 0.086
H 30.53 23.29 5.38 0.069
H 31.43 24.47 6.45 0.078
H 29.66 26.16 6.03 0.136
H 27.57 25.53 4.82 0.119
H 28.42 24.10 4.23 0.101
H 27.40 25.93 2.61 0.072
H 28.75 25.29 1.69 0.081
H 28.63 27.04 1.99 0.080
H 28.42 23.60 6.64 0.069
H 27.82 25.00 7.05 0.050
C 26.48 26.27 9.92 -0.045
C 26.40 27.12 8.68 -0.387
C 25.38 26.57 7.68 -0.188
O 25.97 25.40 7.16 -0.222
C 25.13 24.58 6.38 -0.074
N 26.05 28.50 9.10 0.057
H 27.00 25.33 9.71 0.067
H 25.51 25.96 10.31 0.073
H 27.02 26.73 10.75 0.072
H 27.36 27.08 8.16 0.135
H 25.18 27.34 6.92 0.109
H 24.42 26.32 8.16 0.128
H 24.45 23.99 7.01 0.088
H 25.78 23.87 5.88 0.067
H 24.57 25.14 5.63 0.076
H 25.77 29.04 8.28 0.056
H 25.28 28.47 9.77 0.052
C 22.37 25.89 11.77 -0.063
C 21.10 25.72 10.95 -0.434
C 21.07 24.39 10.23 -0.222
O 19.85 24.33 9.52 -0.202
C 19.58 23.05 8.98 -0.109
N 19.97 25.84 11.88 0.043
H 23.26 25.97 11.14 0.061
H 22.52 25.02 12.41 0.090
H 22.27 26.79 12.38 0.051
H 21.05 26.54 10.23 0.124
H 21.10 23.56 10.95 0.131
H 21.93 24.28 9.55 0.130
H 18.59 23.11 8.52 0.090
H 19.51 22.27 9.75 0.090
H 20.24 22.76 8.17 0.087
H 19.14 25.45 11.43 0.068
H 20.11 25.16 12.63 0.074
C 25.42 23.10 3.06 -0.044
C 25.80 22.01 2.08 -0.375
C 27.21 22.17 1.57 -0.183
O 28.07 22.35 2.67 -0.267
C 29.43 22.17 2.36 -0.078
N 25.63 20.70 2.79 0.048
H 24.45 22.91 3.52 0.076
H 25.36 24.08 2.58 0.081
H 26.18 23.22 3.83 0.045
H 25.10 21.97 1.24 0.146
H 27.30 23.02 0.88 0.134
H 27.51 21.27 1.02 0.129
H 29.74 22.83 1.54 0.097
H 29.61 21.15 2.00 0.098
H 30.03 22.39 3.24 0.084
H 26.45 20.61 3.39 0.059
H 25.73 19.93 2.13 0.085
C 22.88 18.17 2.89 -0.069
C 22.50 19.27 3.86 -0.439
C 23.34 19.19 5.11 -0.231
O 23.06 20.27 5.99 -0.186
C 24.22 20.67 6.68 -0.112
N 22.66 20.57 3.18 0.035
H 22.79 17.17 3.32 0.077
H 23.92 18.28 2.58 0.062
H 22.25 18.24 2.00 0.077
H 21.44 19.22 4.12 0.138
H 24.40 19.18 4.83 0.110
H 23.22 18.24 5.65 0.131
H 25.01 21.01 6.00 0.074
H 24.60 19.88 7.33 0.093
H 23.93 21.50 7.33 0.077
H 23.67 20.71 3.01 0.016
H 22.51 21.29 3.89 0.057
C 28.14 21.85 9.46 -0.186
O 27.96 20.83 10.40 -0.105
H 28.14 21.46 8.43 0.059
H 27.31 22.56 9.45 0.075
H 29.04 22.47 9.59 0.078
H 28.82 20.45 10.60 0.081
C 25.34 31.73 8.89 -0.130
O 24.97 31.15 7.63 -0.151
H 25.80 32.71 8.76 0.089
H 24.40 31.89 9.42 0.077
H 25.94 31.05 9.49 0.045
H 25.73 31.16 7.04 0.089
C 28.23 20.47 5.65 -0.144
O 27.65 21.73 5.33 -0.165
H 29.28 20.59 5.93 0.080
H 27.68 20.04 6.49 0.073
H 28.16 19.76 4.82 0.079
H 27.89 21.99 4.43 0.019
C 28.28 30.27 11.33 -0.193
O 28.49 29.41 10.24 -0.148
H 27.76 31.19 11.05 0.061
H 27.67 29.78 12.10 0.070
H 29.24 30.54 11.78 0.074
H 27.63 29.12 9.89 0.015
C 30.34 26.54 9.11 -0.182
O 30.46 25.15 9.10 -0.156
H 29.41 26.91 9.54 0.054
H 31.16 26.97 9.68 0.072
H 30.44 26.96 8.09 0.075
H 29.95 24.79 8.34 0.009
```